Entry P
The following is a DFT calculation (the ωB97M-V functional and the def2-TZVPD basis) of 2 unconnected molecules or ions with the total composition C4H10N3.

ORCA input file:
```
! RIJCOSX wB97M-V def2-TZVPD def2/J DEFGRID3
* xyz 1 1
N 2.41 -1.44 0.96
N -0.38 1.86 -0.21
N 0.53 -2.79 0.76
C -0.44 0.69 0.24
C 1.30 -1.95 1.43
C -1.51 2.41 -0.86
C -1.75 2.40 -2.17
H -2.61 2.97 -2.50
H -0.40 -2.95 1.11
H 0.22 0.35 1.06
H -2.14 3.05 -0.24
H 0.97 -1.69 2.43
H 0.56 -2.77 -0.25
H 2.81 -0.69 1.49
H 2.59 -1.43 -0.04
H -1.06 -0.05 -0.28
H -1.08 2.03 -2.92
*
```


Entry Q
The following is a DFT calculation (the ωB97M-V functional and the def2-TZVPD basis) of a gas-phase ion, C4H10N3 (charge +1).

ORCA input file:
```
! RIJCOSX wB97M-V def2-TZVPD def2/J DEFGRID3
* xyz 1 1
N 0.73 0.52 -0.63
N 2.71 1.52 -1.64
N -1.08 -0.07 0.72
C -3.28 -1.02 1.57
C 2.14 0.28 -1.26
C -1.99 -1.22 1.52
C -0.03 -0.42 -0.02
H 2.82 -0.06 -0.35
H 2.09 -0.33 -2.23
H 0.46 1.44 -0.73
H -1.50 0.80 0.74
H -3.96 -1.78 1.81
H 2.19 2.31 -1.23
H 0.26 -1.50 -0.02
H -3.93 -0.17 1.31
H 3.69 1.67 -1.35
H -1.32 -1.97 1.79
*
```

Summary:
Structure (SMILES)   C=CN/C=[NH+]/CN


Most stable structure - entry P; separation to the second - 47.6 kJ/mol.


Entry P
The following is a DFT calculation (the ωB97M-V functional and the def2-TZVPD basis) of 2 unconnected molecules or ions with the total composition C4H10N3.

ORCA input file:
```
! RIJCOSX wB97M-V def2-TZVPD def2/J DEFGRID3
* xyz 1 1
N -0.06 0.46 0.14
N -2.55 -0.36 0.33
N 2.18 -0.38 -0.38
C 1.16 0.08 0.01
C 3.46 -0.83 0.00
C -0.34 1.84 -0.17
C -3.29 -1.36 0.10
H -4.34 -1.42 0.05
H -0.96 -0.11 0.18
H -2.78 -2.28 0.17
H 0.16 2.46 0.60
H -2.92 0.64 0.16
H -1.46 1.86 -0.28
H 3.74 -1.79 -0.45
H 4.08 -0.07 -0.46
H 3.79 -0.94 1.11
H 0.13 2.20 -1.10
*
```


Entry Q
The following is a DFT calculation (the ωB97M-V functional and the def2-TZVPD basis) of a gas-phase ion, C4H10N3 (charge +1).

ORCA input file:
```
! RIJCOSX wB97M-V def2-TZVPD def2/J DEFGRID3
* xyz 1 1
N -1.15 -0.53 -1.65
N 0.38 0.59 -0.12
N 0.07 -1.19 1.40
C 0.13 -1.75 2.68
C -0.37 0.45 -1.23
C -0.14 1.72 -2.00
C 0.59 -0.07 1.14
H -1.36 -0.41 -2.61
H 1.08 -1.57 3.29
H -0.84 -1.63 3.20
H 0.79 2.23 -1.80
H 1.19 0.41 1.90
H -0.96 2.32 -2.03
H 0.97 1.38 -0.29
H -0.11 1.44 -3.02
H -1.11 -1.25 -0.96
H 0.21 -2.81 2.40
*
```

Summary:
Structure (SMILES)   C/N=C/[NH+]=C(/C)N


Entry R
The following is a DFT calculation (the ωB97M-V functional and the def2-TZVPD basis) of a molecular structure, C4H10N3.

ORCA input file:
```
! RIJCOSX wB97M-V def2-TZVPD def2/J DEFGRID3
* xyz 1 1
N -0.51 -0.51 0.86
N 1.39 0.95 1.07
N -1.85 -0.41 0.35
C -2.05 0.92 -0.20
C 1.35 -0.55 -0.83
C -0.21 1.31 -0.65
C 0.52 0.31 0.14
H -2.51 -0.53 1.14
H 0.91 1.49 1.77
H 2.08 0.34 1.49
H 0.09 2.27 -0.99
H -2.08 -1.15 -0.35
H -2.83 1.14 -0.89
H 1.94 -1.27 -0.27
H -0.23 -1.48 0.98
H 0.70 -1.08 -1.54
H 2.03 0.09 -1.39
*
```


Entry S
The following is a DFT calculation (the ωB97M-V functional and the def2-TZVPD basis) of 2 unconnected molecules or ions with the total composition C4H10N3.

ORCA input file:
```
! RIJCOSX wB97M-V def2-TZVPD def2/J DEFGRID3
* xyz 1 1
N 2.59 1.77 -1.69
N -1.29 -0.57 0.97
N 1.79 1.21 -1.13
C 3.58 2.17 -2.31
C -0.09 -1.06 0.46
C -2.23 -1.52 1.46
C -1.65 0.66 0.83
H 0.57 -1.50 1.32
H -2.68 -2.01 0.56
H 4.23 1.49 -2.87
H -2.56 1.00 1.23
H -0.27 -2.14 -0.03
H 3.56 3.25 -2.55
H -1.81 -2.39 2.04
H -3.02 -1.06 1.92
H -1.17 1.27 0.05
H 0.44 -0.56 -0.28
*
```


Most stable structure - entry Q; separation to the second - 140.2 kJ/mol.


Entry P
The following is a DFT calculation (the ωB97M-V functional and the def2-TZVPD basis) of a gas-phase ion, C4H10N3 (charge +1).

ORCA input file:
```
! RIJCOSX wB97M-V def2-TZVPD def2/J DEFGRID3
* xyz 1 1
N -1.16 -1.12 0.03
N 0.99 0.04 -1.14
N -1.18 1.17 -0.22
C 0.12 -1.23 0.67
C 0.06 1.16 0.68
C 0.97 -0.01 0.27
C -1.68 -0.02 -0.42
H -1.61 -2.06 -0.16
H -0.08 -1.33 1.69
H 1.56 -0.55 -1.72
H -1.41 2.02 -0.66
H 0.50 2.13 0.47
H 0.65 -2.11 0.33
H -0.20 0.93 1.68
H -2.56 0.01 -1.03
H 0.89 1.01 -1.56
H 1.92 -0.04 0.70
*
```

Summary:
Structure (SMILES)   N[C@@H]1CNC=[NH+]C1


Entry Q
The following is a DFT calculation (the ωB97M-V functional and the def2-TZVPD basis) of a gas-phase ion, C4H10N3 (charge +1).

ORCA input file:
```
! RIJCOSX wB97M-V def2-TZVPD def2/J DEFGRID3
* xyz 1 1
N -0.32 1.18 -0.58
N 2.51 -0.64 0.57
N 0.86 1.04 0.12
C 0.33 -0.94 -0.74
C -0.94 -0.17 -0.53
C 1.45 -0.21 0.08
C -1.50 -0.52 0.96
H -2.15 0.31 1.09
H 0.74 -1.06 -1.78
H -0.18 1.47 -1.63
H 1.01 1.80 0.83
H 0.34 -1.93 -0.34
H -1.76 -0.21 -1.22
H 3.12 0.02 1.07
H -1.84 -1.49 0.64
H -0.99 1.89 -0.16
H -0.68 -0.55 1.64
*
```

Summary:
Structure (SMILES)   [H]/N=C1/C[C@@H](C)[NH2+]N1


Entry R
The following is a DFT calculation (the ωB97M-V functional and the def2-TZVPD basis) of a gas-phase ion, C4H10N3 (charge +1).

ORCA input file:
```
! RIJCOSX wB97M-V def2-TZVPD def2/J DEFGRID3
* xyz 1 1
N -0.48 1.47 0.59
N 2.31 -0.32 0.07
N 0.21 -0.86 0.05
C -0.95 -1.75 -0.13
C 1.49 -1.25 0.31
C 0.20 0.44 -0.44
C 1.65 0.87 -0.36
H 2.06 1.15 -1.32
H -0.25 0.58 -1.34
H -0.32 1.22 1.55
H -1.46 1.55 0.44
H -0.63 -2.87 0.24
H -1.19 -1.82 -1.19
H 1.74 1.78 0.33
H 1.68 -2.19 0.55
H -1.75 -1.32 0.46
H -0.11 2.32 0.29
*
```

Summary:
Structure (SMILES)   CN1C=NC[C@@H]1[NH3+]


Entry S
The following is a DFT calculation (the ωB97M-V functional and the def2-TZVPD basis) of a gas-phase ion, C4H10N3 (charge +1).

ORCA input file:
```
! RIJCOSX wB97M-V def2-TZVPD def2/J DEFGRID3
* xyz 1 1
N -0.84 0.28 0.81
N -1.06 -0.74 0.26
N -2.93 -2.08 0.21
C 1.73 0.17 -0.43
C -1.54 -1.93 0.13
C 1.13 1.32 0.30
C -0.38 1.46 0.27
H -3.48 -1.25 0.12
H 1.11 -0.79 -0.26
H -0.78 2.18 0.94
H 1.68 0.32 -1.55
H -0.88 -2.74 -0.22
H 2.66 -0.15 0.03
H 1.59 2.32 -0.06
H 1.46 1.17 1.37
H -0.57 1.54 -0.86
H -3.29 -2.84 -0.28
*
```

Summary:
Structure (SMILES)   CCC/N=N/C=[NH2+]


Most stable structure - entry P; separation to the second - 143.4 kJ/mol.


Entry P
The following is a DFT calculation (the ωB97M-V functional and the def2-TZVPD basis) of a single C5H5NO molecule.

ORCA input file:
```
! RIJCOSX wB97M-V def2-TZVPD def2/J DEFGRID3
* xyz 0 1
O 1.62 -0.46 1.60
N -2.50 1.06 -0.57
C -1.44 0.88 -0.14
C 0.24 -0.36 1.32
C -0.05 -0.29 -2.31
C 0.32 0.00 -1.20
C -0.01 0.57 0.12
H 0.54 1.50 0.30
H -0.21 -1.34 1.14
H -0.52 -0.51 -3.24
H -0.23 0.10 2.20
H 2.03 -1.04 0.95
*
```

Summary:
Structure (SMILES)   C#C[C@@H](C#N)CO


Entry Q
The following is a DFT calculation (the ωB97M-V functional and the def2-TZVPD basis) of a single C5H5NO molecule.

ORCA input file:
```
! RIJCOSX wB97M-V def2-TZVPD def2/J DEFGRID3
* xyz 0 1
O 0.20 0.47 2.05
N 1.23 -0.54 -0.25
C -3.00 0.98 0.38
C -0.58 0.35 1.10
C -0.23 -0.16 -0.20
C -2.00 0.78 1.03
C 2.24 -0.62 -1.07
H 3.26 -0.38 -0.73
H -3.84 1.15 -0.25
H 1.58 -0.43 0.71
H 2.16 -0.83 -2.14
H -1.01 -0.78 -0.64
*
```


Entry R
The following is a DFT calculation (the ωB97M-V functional and the def2-TZVPD basis) of a single C5H5NO molecule.

ORCA input file:
```
! RIJCOSX wB97M-V def2-TZVPD def2/J DEFGRID3
* xyz 0 1
O -1.19 1.80 -0.92
N 1.48 0.18 0.95
C 0.70 1.21 0.41
C 0.01 -1.32 0.05
C -0.43 0.95 -0.38
C 1.01 -0.94 0.99
C -0.74 -0.39 -0.62
H -1.53 -0.79 -1.32
H 1.46 -1.73 1.82
H -0.07 -2.42 -0.02
H -1.76 1.33 -1.49
H 1.07 2.13 0.52
*
```

Summary:
Structure (SMILES)   Oc1cccnc1


Most stable structure - entry R; separation to the second - 123.1 kJ/mol.


Entry P
The following is a DFT calculation (the ωB97M-V functional and the def2-TZVPD basis) of a single C5H5NO molecule.

ORCA input file:
```
! RIJCOSX wB97M-V def2-TZVPD def2/J DEFGRID3
* xyz 0 1
O 1.51 -1.10 1.51
N 2.26 1.49 -0.71
C 0.37 -0.70 1.48
C 1.34 0.81 -0.87
C -1.10 0.58 -0.34
C -0.43 -0.65 0.20
C 0.14 0.02 -1.02
H -0.98 1.52 0.18
H -2.05 0.46 -0.86
H 0.04 -0.48 -1.98
H -0.16 -0.37 2.40
H -0.95 -1.59 0.01
*
```

Summary:
Structure (SMILES)   N#C[C@@H]1C[C@@H]1C=O


Entry Q
The following is a DFT calculation (the ωB97M-V functional and the def2-TZVPD basis) of a single C5H5NO molecule.

ORCA input file:
```
! RIJCOSX wB97M-V def2-TZVPD def2/J DEFGRID3
* xyz 0 1
O -1.94 0.34 0.06
N 2.38 -1.34 0.98
C 0.52 0.91 -0.45
C 0.29 -0.54 -0.40
C 0.87 2.05 -0.38
C 1.43 -1.07 0.38
C -1.13 -0.80 0.19
H -1.05 -1.15 1.23
H 1.40 2.97 -0.37
H 0.37 -0.95 -1.42
H -1.58 1.08 0.57
H -1.64 -1.57 -0.39
*
```

Summary:
Structure (SMILES)   C#C[C@@H](C#N)CO


Most stable structure - entry P; separation to the second - 116.9 kJ/mol.


Entry P
The following is a DFT calculation (the ωB97M-V functional and the def2-TZVPD basis) of a single C5H5NO molecule.

ORCA input file:
```
! RIJCOSX wB97M-V def2-TZVPD def2/J DEFGRID3
* xyz 0 1
O -2.18 -0.30 -0.38
N 0.02 -1.58 1.27
C -0.48 0.96 -1.46
C 0.68 -0.28 1.31
C 0.20 1.78 -2.03
C 0.14 -0.83 0.04
C -1.01 -0.09 -0.59
H -0.93 -1.51 1.64
H 1.76 -0.29 1.45
H 0.84 -1.22 -0.69
H 0.16 0.56 1.77
H 0.81 2.50 -2.53
*
```

Summary:
Structure (SMILES)   C#CC(=O)[C@H]1CN1


Entry Q
The following is a DFT calculation (the ωB97M-V functional and the def2-TZVPD basis) of a single C5H5NO molecule.

ORCA input file:
```
! RIJCOSX wB97M-V def2-TZVPD def2/J DEFGRID3
* xyz 0 1
O 0.21 0.20 1.92
N -1.79 0.91 0.04
C 2.92 -0.45 -0.22
C -1.60 -0.44 -0.44
C -0.45 0.51 -0.34
C 0.52 0.21 0.75
C 1.86 -0.14 0.27
H -1.84 0.91 1.06
H 3.85 -0.74 -0.65
H -2.01 -0.65 -1.43
H -0.04 0.96 -1.24
H -1.62 -1.27 0.27
*
```

Summary:
Structure (SMILES)   C#CC(=O)[C@H]1CN1


Entry R
The following is a DFT calculation (the ωB97M-V functional and the def2-TZVPD basis) of a molecular structure, C5H5NO.

ORCA input file:
```
! RIJCOSX wB97M-V def2-TZVPD def2/J DEFGRID3
* xyz 0 1
O -0.83 1.24 0.01
N -1.99 -1.24 -2.10
C 0.81 -0.13 0.00
C -0.25 0.39 -0.98
C 0.15 0.78 0.94
C -0.03 -0.61 1.41
C -1.24 -0.52 -1.59
H 0.22 0.97 -1.78
H 1.85 -0.31 -0.20
H 0.69 1.52 1.52
H 0.04 -1.31 0.51
H 0.73 -0.84 2.16
*
```


Entry S
The following is a DFT calculation (the ωB97M-V functional and the def2-TZVPD basis) of a single C5H5NO molecule.

ORCA input file:
```
! RIJCOSX wB97M-V def2-TZVPD def2/J DEFGRID3
* xyz 0 1
O 2.05 0.24 0.48
N -1.44 1.48 0.38
C -0.18 1.16 1.00
C -0.07 -0.39 -0.57
C 0.72 0.41 0.28
C -1.48 0.24 0.02
C 0.08 -1.52 -1.25
H 2.38 0.98 1.01
H -0.74 -1.94 -1.83
H -2.39 -0.34 -0.20
H 1.01 -2.07 -1.22
H 0.06 1.74 1.88
*
```


Most stable structure - entry Q; separation to the second - 18.7 kJ/mol.